Molecular formula: C16H23IN5O14P4Pt
Method: DFT, wB97M-V/def2-TZVPD

XYZ file:
```
64
Properties=species:S:1:pos:R:3:forces:R:3:lowdin_charge:R:1
Pt -0.54823 -0.27190 0.51695 -0.478 -3.189 -0.207 1.648
O -2.04788 2.46961 -2.70406 -0.074 -0.154 -0.052 -0.071
P -0.98412 2.01697 -1.62314 -0.424 0.143 0.156 0.260
O -0.12714 3.15217 -1.27381 0.109 0.019 -0.082 -0.247
O -1.75049 1.26252 -0.50960 0.870 0.741 -0.241 -0.408
O -0.14263 0.82819 -2.39296 0.006 -0.306 -0.007 -0.235
P -0.19250 -0.73453 -2.04893 -0.345 0.223 -0.438 0.204
O 0.06869 -1.42015 -3.43114 0.251 -0.035 0.038 -0.042
O 0.85229 -1.08674 -0.98214 -0.180 0.998 0.432 -0.308
O -1.53403 -1.12189 -1.47286 0.109 0.337 -0.081 -0.280
H -2.75948 1.83056 -2.84614 0.083 0.039 0.015 0.097
H 0.69746 -0.96287 -4.00901 -0.109 -0.055 0.051 0.115
N 3.26667 0.84132 1.80986 -0.163 0.112 0.071 0.184
C 2.18721 1.68346 2.48631 0.026 -0.246 -0.050 -0.473
C 2.79870 2.68795 3.44212 -0.179 -0.086 0.134 -0.053
P 1.03513 0.46583 3.27876 -0.066 0.010 -0.124 0.435
O 2.13489 -0.44910 4.01715 -0.049 -0.197 0.018 -0.120
O 0.04858 0.99570 4.22146 -0.018 -0.012 0.012 -0.253
O 0.58695 -0.52898 2.12188 0.472 0.872 0.415 -0.419
P 1.11096 2.29342 1.11468 0.543 -0.255 -0.606 0.316
O 1.66397 3.73015 0.77089 -0.014 -0.033 -0.195 -0.095
O -0.26204 2.24768 1.67726 0.063 0.243 0.101 -0.321
O 1.44289 1.21674 0.08310 -0.042 0.789 0.083 -0.390
H 3.49214 0.00739 2.35275 0.115 0.030 0.070 0.141
H 4.11167 1.38764 1.65196 0.031 0.030 0.026 0.169
H 2.82732 0.60193 0.88042 -0.070 0.040 -0.023 0.121
H 3.35056 2.19545 4.24441 0.013 0.018 0.007 0.090
H 2.00299 3.28099 3.89080 0.013 0.009 0.005 0.101
H 3.46037 3.36906 2.90535 -0.013 0.006 -0.022 0.091
H 1.85755 -0.66348 4.92106 0.063 -0.005 -0.134 0.107
H 1.22675 4.02632 -0.05667 0.033 -0.038 0.065 0.081
N -2.71430 1.84520 2.10556 0.117 0.030 0.110 0.244
C -2.49090 0.64359 2.54099 -0.327 0.031 -0.205 -0.522
O -2.09328 -0.29285 1.74934 -0.151 0.701 1.041 -0.225
C -2.82398 0.32900 3.97632 -0.029 -0.346 -0.125 -0.538
I -2.49846 -1.69670 4.53599 -0.006 0.123 -0.094 0.909
H -2.32317 2.08651 1.19143 -0.108 -0.028 -0.054 0.095
H -2.86020 2.59681 2.76289 -0.078 -0.036 0.010 0.156
H -3.86827 0.55090 4.17790 0.008 0.074 0.002 0.064
H -2.16158 0.91626 4.60612 -0.018 0.069 -0.014 0.042
N -2.33010 -6.96707 1.84731 0.032 0.024 0.029 0.174
C -2.03782 -8.22158 2.33689 -0.097 -0.038 -0.076 -0.184
C -2.81409 -9.36882 2.50559 -0.029 0.069 -0.036 -0.015
C -2.17396 -10.46688 3.03092 0.112 -0.035 0.044 -0.075
C -0.80756 -10.43250 3.38436 -0.090 -0.034 0.020 -0.076
C -0.04958 -9.29985 3.21043 0.059 0.011 0.016 -0.008
C -0.67862 -8.17693 2.66387 0.125 0.111 0.017 -0.216
N -0.15987 -6.92846 2.37105 -0.016 -0.170 0.092 0.190
C -1.16410 -6.24703 1.89597 -0.069 0.082 -0.089 -0.284
C -1.04216 -4.84998 1.48264 -0.015 -0.129 0.050 -0.094
C -2.12859 -4.07071 1.10153 -0.040 -0.002 -0.033 0.030
C -1.94267 -2.74343 0.79456 0.185 -0.076 -0.060 -0.090
N -0.71926 -2.20068 0.84884 -0.021 -0.564 0.087 -0.102
C 0.35906 -2.94020 1.15849 -0.131 -0.029 -0.097 -0.062
C 0.22330 -4.26375 1.48322 -0.001 -0.051 0.003 0.046
H -3.22500 -6.65699 1.51509 -0.010 -0.003 -0.027 0.156
H -3.86130 -9.40230 2.23408 0.019 0.017 0.018 0.113
H -2.73174 -11.38175 3.18018 0.011 0.004 0.003 0.108
H -0.35412 -11.31936 3.80666 -0.014 0.005 -0.018 0.106
H 0.99488 -9.26315 3.49035 -0.013 -0.009 -0.044 0.116
H -3.13247 -4.46677 1.04533 0.001 0.034 0.029 0.124
H -2.75628 -2.10504 0.50165 -0.028 0.044 -0.037 0.127
H 1.31344 -2.44775 1.13467 0.030 0.038 -0.005 0.121
H 1.08527 -4.86049 1.74245 0.018 0.033 0.007 0.128
```
Forces are in eV/Å.

As for the energy above the lowest of the compared OMol25 structures with the same formula, charge and spin: 54.58 kcal/mol. For the energy, the calculation gives -3733.3155 a.u. As for the total charge: +1. The HOMO-LUMO gap is 5.94 eV. As for the LUMO energy: -4.98 eV. Its HOMO energy is -10.92 eV.

***

Molecular formula: C17H15LiO3S6
Method: DFT, wB97M-V/def2-TZVPD

XYZ file:
```
42
Properties=species:S:1:pos:R:3:forces:R:3:lowdin_charge:R:1
Li -0.87599 1.07508 -1.03124 -0.784 -0.205 -0.018 0.453
C -3.07618 3.04098 2.16488 0.074 -0.053 -0.074 -0.084
C -2.30187 1.75666 2.33878 0.008 0.040 0.114 -0.287
C -2.86967 0.53056 2.00632 0.079 -0.024 0.039 -0.073
C -2.14892 -0.65017 2.14852 0.061 0.065 0.121 -0.121
C -0.85180 -0.62290 2.64691 -0.101 0.105 0.024 -0.109
C -0.27890 0.59597 2.99640 -0.082 0.012 -0.051 -0.124
C -0.99683 1.77265 2.83393 -0.022 -0.030 0.028 -0.070
H -3.92718 2.89058 1.49962 0.065 0.001 0.022 0.049
H -2.44782 3.81357 1.71288 -0.038 -0.072 0.033 0.075
H -3.43624 3.41792 3.12836 0.012 -0.020 -0.012 0.067
H -3.86988 0.50033 1.58974 0.099 0.006 -0.083 0.108
H -2.59658 -1.58584 1.83658 0.028 0.041 -0.042 0.088
H -0.27991 -1.54027 2.73030 -0.012 0.014 -0.003 0.091
H 0.74493 0.63680 3.35538 -0.054 0.000 -0.018 0.091
H -0.52523 2.72593 3.06024 -0.038 -0.081 -0.026 0.108
S -5.07209 0.42313 -6.47974 0.116 0.011 -0.034 0.304
C -4.30920 0.53770 -4.97911 -0.378 -0.020 0.225 -1.577
S -3.79800 -0.79027 -4.04875 0.236 -0.353 0.018 0.840
C -3.19423 0.02531 -2.61726 -0.012 -0.103 0.132 -1.232
C -3.33281 1.37932 -2.65466 -0.016 0.119 0.141 -1.229
S -2.87445 2.52728 -1.41311 0.005 -0.014 -0.236 0.332
S -4.08057 1.98630 -4.11867 0.162 0.378 -0.010 0.839
S -2.52552 -0.93445 -1.32204 0.016 0.029 -0.213 0.337
C 4.93968 -3.67149 0.25425 -0.045 0.014 -0.015 -0.070
C 4.09744 -2.46536 -0.08504 -0.008 -0.035 0.004 -0.293
C 3.99046 -2.01138 -1.39771 0.012 0.010 -0.034 -0.054
C 3.21432 -0.90519 -1.71262 0.012 -0.001 0.090 -0.046
C 2.53251 -0.23519 -0.70442 0.142 -0.282 0.076 -0.255
C 2.61921 -0.67676 0.60772 0.025 -0.054 -0.011 -0.041
C 3.40082 -1.78543 0.90940 -0.010 0.023 0.021 -0.051
S 1.55689 1.18564 -1.11019 0.015 0.109 -0.087 0.417
O 2.51909 2.20986 -1.44682 0.060 0.041 -0.019 -0.321
O 0.74776 1.44962 0.08640 0.084 0.110 -0.059 -0.401
O 0.68241 0.75266 -2.20213 0.273 0.197 -0.011 -0.392
H 5.23018 -4.21327 -0.64774 -0.010 0.021 0.026 0.065
H 4.39536 -4.36371 0.90199 0.020 0.039 -0.031 0.072
H 5.85461 -3.38412 0.77911 -0.005 0.010 -0.003 0.071
H 4.51468 -2.54120 -2.18815 -0.029 0.018 0.035 0.102
H 3.11808 -0.56338 -2.73761 -0.002 -0.030 0.086 0.119
H 2.05189 -0.15672 1.37277 0.054 -0.051 -0.094 0.093
H 3.45952 -2.13674 1.93651 -0.013 0.016 -0.051 0.106
```
Forces are in eV/Å.

As for the energy above the lowest of the compared OMol25 structures with the same formula, charge and spin: 1.77 kcal/mol. For the energy, the calculation gives -3279.3751 a.u. As for the total charge: -2. The HOMO-LUMO gap is 4.57 eV. As for the LUMO energy: 4.10 eV. Its HOMO energy is -0.46 eV.

***

Molecular formula: C3H12N2O3
Method: DFT, wB97M-V/def2-TZVPD

XYZ file:
```
20
Properties=species:S:1:pos:R:3:forces:R:3:lowdin_charge:R:1
N 0.14927 0.95295 0.82736 -2.511 -4.867 -1.375 0.075
C 0.38419 0.22115 -0.47408 3.643 0.138 2.306 -0.380
C -0.38029 0.74374 -1.57080 -1.832 0.656 -4.449 -0.096
C 0.35355 -1.33179 -0.45707 -1.074 -0.917 0.899 -0.536
N -0.75541 -1.93851 0.04708 0.281 -2.504 0.884 0.147
O 1.22694 -2.07387 -0.88685 0.471 1.113 -0.155 0.012
H 0.33030 1.87113 0.82354 1.165 3.909 -0.365 0.027
H 0.44952 0.50085 1.65879 0.635 -0.388 0.287 0.061
H 1.47099 0.33820 -0.72757 -0.779 0.047 0.054 0.134
H -1.46924 0.95727 -1.41728 0.777 -0.855 0.027 0.091
H -0.17114 0.05684 -2.47311 -0.978 0.527 1.280 0.123
H -0.04182 1.65953 -2.08570 0.403 0.179 1.045 0.084
H -0.59570 -3.03147 0.24217 -0.922 3.627 -0.654 0.186
H -1.52355 -1.40799 0.45244 0.379 -0.417 -0.034 0.099
H -1.92642 1.71805 0.78982 -1.540 0.284 -0.539 0.019
H -3.09771 1.41481 1.59935 -0.756 -0.131 0.465 0.012
O -2.93369 1.84603 0.76302 2.398 -0.325 0.111 -0.106
H 3.32624 -0.23777 0.78523 -0.209 0.057 0.234 0.045
H 2.61962 -1.61104 0.84878 -0.314 2.816 1.123 0.103
O 2.58439 -0.64812 1.25489 0.763 -2.950 -1.145 -0.102
```
Forces are in eV/Å.

As for the energy above the lowest of the compared OMol25 structures with the same formula, charge and spin: 37.57 kcal/mol. For the energy, the calculation gives -456.7103 a.u. As for the total charge: 0. The HOMO-LUMO gap is 10.23 eV. As for the LUMO energy: 0.61 eV. Its HOMO energy is -9.62 eV.

***

Molecular formula: H12O6Ti
Method: DFT, wB97M-V/def2-TZVPD

XYZ file:
```
19
Properties=species:S:1:pos:R:3:forces:R:3:lowdin_charge:R:1
Ti 0.28590 0.32007 -0.05616 0.165 -0.346 0.417 0.690
O -0.43233 2.59192 -0.60918 0.117 -0.465 -0.229 -0.087
H 0.02718 3.12956 -1.27214 -0.054 -0.056 0.219 0.080
H -1.19571 2.20607 -1.06433 -0.005 0.367 0.058 0.034
O 1.26577 -0.25573 2.48194 -0.140 -0.198 -0.121 -0.066
H 1.67140 -1.11609 2.65648 -0.023 0.153 -0.065 0.070
H 1.27751 0.20571 3.33033 0.104 0.052 -0.198 0.068
O -1.53652 -0.21231 1.62131 0.038 0.447 -0.029 -0.080
H -1.34967 -0.25321 2.57210 0.103 0.043 -0.224 0.079
H -2.08849 0.57465 1.49830 -0.047 -0.274 0.058 0.082
O -0.26346 -2.24813 0.12183 0.000 0.681 0.116 -0.061
H -0.88378 -2.56337 -0.54484 0.102 -0.228 0.116 0.056
H -0.82732 -1.79637 0.77652 -0.071 -0.378 -0.101 0.010
O 2.26355 0.08078 -1.60982 -0.131 0.037 0.300 -0.084
H 2.50548 -0.67615 -2.16030 -0.112 0.089 0.097 0.071
H 3.01690 0.21734 -1.01838 -0.076 0.028 -0.183 0.061
O -1.15415 0.10109 -1.89646 -0.067 0.001 -0.393 -0.085
H -1.23560 0.52438 -2.76674 0.140 -0.076 0.155 0.092
H -1.34665 -0.83021 -2.06048 -0.043 0.121 0.008 0.068
```
Forces are in eV/Å.

As for the energy above the lowest of the compared OMol25 structures with the same formula, charge and spin: 13.34 kcal/mol. For the energy, the calculation gives -1307.8347 a.u. The expectation value of S² is 3.75. As for the total charge: +1. The HOMO-LUMO gap (spin up / spin down) is 5.17 / 12.20 eV. As for the LUMO energy (spin up / spin down): -3.15 / -3.43 eV. Its HOMO energy (spin up / spin down) is -8.32 / -15.63 eV. Its spin multiplicity is 4.

***

Molecular formula: FH16O8
Method: DFT, wB97M-V/def2-TZVPD

XYZ file:
```
25
Properties=species:S:1:pos:R:3:forces:R:3:lowdin_charge:R:1
F 0.09878 -0.11011 -0.16914 -0.619 0.036 0.619 -0.429
O -1.99407 -0.43202 1.24852 -1.174 -0.176 0.833 -0.084
H -2.21981 -1.36111 1.46312 0.791 0.946 -0.665 0.058
H -1.27299 -0.31240 0.60591 -0.029 -0.927 0.197 -0.041
O -2.06596 2.05405 -0.46864 -1.112 1.720 -1.018 -0.030
H -1.68107 1.27697 -0.14352 0.728 -1.599 0.959 -0.057
H -1.62548 2.18226 -1.30732 0.173 0.153 -0.268 0.030
O 1.06321 0.26601 -2.35894 1.191 3.141 0.600 -0.062
H 0.62407 0.19544 -1.48839 0.159 -0.121 -0.439 -0.060
H 0.80148 -0.42109 -2.89707 -0.763 -2.380 -1.472 -0.034
O 2.04991 -1.77268 -0.43993 0.964 -0.190 0.286 -0.061
H 1.35372 -1.15678 -0.17951 0.069 0.288 -0.205 -0.039
H 1.58152 -2.57862 -0.60773 -0.343 -0.721 -0.293 0.025
O 1.72448 1.69032 0.90041 1.122 0.480 -0.575 -0.057
H 1.19996 1.03428 0.43013 -0.249 -0.539 -0.145 -0.010
H 2.27881 2.06916 0.19405 -0.352 -0.135 0.523 0.069
O -1.01535 -1.83547 -2.04822 0.726 0.379 1.049 -0.074
H -0.56955 -1.24578 -1.38164 -0.509 -0.957 -0.301 0.006
H -1.29321 -1.16497 -2.65898 -0.532 0.328 -0.739 0.017
O -0.48849 2.64339 2.06715 -0.282 0.660 0.352 -0.055
H 0.17697 2.16151 1.59118 1.291 0.496 -0.737 -0.045
H -0.90689 1.88405 2.43179 -1.307 -0.753 0.895 0.004
O 0.57598 -1.67069 2.10975 0.919 -0.869 -0.829 -0.112
H 1.38014 -2.18356 1.79928 -1.456 1.194 0.324 0.052
H 0.22383 -1.21215 1.30775 0.593 -0.454 1.048 -0.013
```
Forces are in eV/Å.

As for the energy above the lowest of the compared OMol25 structures with the same formula, charge and spin: 35.41 kcal/mol. For the energy, the calculation gives -711.4733 a.u. As for the total charge: -1. The HOMO-LUMO gap is 10.32 eV. As for the LUMO energy: 3.34 eV. Its HOMO energy is -6.98 eV.

***

Molecular formula: C4H6ClN
Method: DFT, wB97M-V/def2-TZVPD

XYZ file:
```
12
Properties=species:S:1:pos:R:3:forces:R:3:lowdin_charge:R:1
C -1.82653 -0.01057 0.81869 1.252 0.949 0.787 -0.290
C 1.69781 -0.32275 -0.49476 -0.622 0.194 -0.624 -0.547
C -2.30478 -0.82316 -0.20511 2.610 -1.910 -3.607 -0.092
C 2.08401 1.06755 -0.14541 3.483 -2.388 2.564 -0.237
N -1.17367 0.67215 1.46678 -0.172 0.267 0.623 0.150
Cl 2.16323 -1.57677 0.54877 0.284 0.664 0.175 0.576
H -3.28796 -0.94458 -0.37731 -3.722 0.019 0.252 0.031
H -1.91236 -1.85897 -0.24517 0.141 0.542 0.745 0.106
H -1.95566 -0.45873 -1.21778 -0.004 0.137 1.170 0.119
H 1.28527 1.39873 0.48291 -0.580 0.288 1.011 0.046
H 2.05471 1.65856 -0.97280 -0.169 1.532 -2.548 0.012
H 3.17592 1.19852 0.34118 -2.501 -0.294 -0.546 0.125
```
Forces are in eV/Å.

As for the energy above the lowest of the compared OMol25 structures with the same formula, charge and spin: 90.49 kcal/mol. For the energy, the calculation gives -670.8044 a.u. As for the total charge: 0. The HOMO-LUMO gap is 8.22 eV. As for the LUMO energy: -0.25 eV. Its HOMO energy is -8.47 eV.